No. 1
Here is a molecular structure, C52H50FLaN7O11 from the OMol25 dataset. Energies are from ωB97M-V with the def2-TZVPD basis set.

Positions of all 122 atoms, in Å:
1 La 0.040 -1.670 -1.523
2 C -0.794 -3.355 -4.627
3 O -1.510 -2.689 -3.553
4 C -2.832 -2.374 -3.713
5 C -3.488 -2.528 -4.933
6 C -4.854 -2.274 -5.026
7 C -5.543 -1.818 -3.920
8 C -4.896 -1.566 -2.730
9 C -3.538 -1.875 -2.611
10 N -2.813 -1.713 -1.384
11 N -3.503 -1.497 -0.374
12 C -2.932 -1.391 0.907
13 C -1.748 -2.002 1.340
14 O -0.932 -2.658 0.548
15 C -1.484 -1.916 2.737
16 C -2.210 -1.149 3.593
17 C -3.341 -0.422 3.155
18 C -4.124 0.412 4.031
19 C -5.309 0.998 3.655
20 C -5.720 0.754 2.333
21 C -4.937 0.065 1.439
22 C -3.762 -0.640 1.819
23 H -1.370 -4.168 -5.087
24 H -0.531 -2.691 -5.424
25 H 0.094 -3.711 -4.175
26 H -2.915 -2.869 -5.786
27 H -5.337 -2.432 -5.992
28 H -6.582 -1.605 -4.047
29 H -5.397 -1.207 -1.860
30 H -0.630 -2.491 3.092
31 H -1.919 -1.072 4.627
32 H -3.737 0.542 5.061
33 H -5.970 1.578 4.294
34 H -6.676 1.146 1.966
35 H -5.256 0.030 0.420
36 C 2.013 3.567 4.822
37 C 1.399 2.194 4.888
38 N 0.911 1.755 3.586
39 C 1.560 0.793 2.920
40 C 1.187 0.243 1.739
41 C 2.200 -0.748 1.098
42 O 3.119 -1.151 1.817
43 O 1.980 -1.028 -0.129
44 C 0.010 0.663 1.036
45 O -0.435 0.260 -0.058
46 C -0.730 1.682 1.780
47 C -1.925 2.181 1.215
48 C -2.556 3.211 1.846
49 F -3.645 3.750 1.231
50 C -2.122 3.779 3.042
51 C -0.971 3.262 3.614
52 C -0.279 2.224 3.015
53 N -2.838 4.807 3.692
54 C -3.722 4.316 4.734
55 C -4.014 5.468 5.693
56 N -4.550 6.646 4.950
57 C -3.653 7.060 3.815
58 C -3.443 5.850 2.903
59 H 2.142 4.014 5.807
60 H 1.440 4.292 4.256
61 H 2.989 3.523 4.353
62 H 0.587 2.158 5.614
63 H 2.190 1.521 5.231
64 H 2.462 0.412 3.333
65 H -2.285 1.769 0.294
66 H -0.604 3.648 4.543
67 H -3.196 3.552 5.296
68 H -4.622 3.878 4.318
69 H -3.086 5.803 6.150
70 H -4.737 5.170 6.449
71 H -4.658 7.488 5.557
72 H -5.501 6.493 4.583
73 H -2.698 7.349 4.258
74 H -4.106 7.887 3.283
75 H -2.707 6.106 2.140
76 H -4.364 5.577 2.386
77 O 0.125 -4.341 -1.285
78 H 1.029 -4.724 -1.402
79 H -0.150 -4.408 -0.358
80 O -0.863 1.814 -4.432
81 C -0.134 1.010 -3.854
82 O -0.479 -0.095 -3.274
83 C 1.347 1.272 -3.810
84 C 2.129 0.937 -2.702
85 C 3.505 1.166 -2.653
86 C 4.086 1.684 -3.818
87 O 5.402 1.842 -4.174
88 C 5.371 2.582 -5.404
89 O 4.053 2.471 -5.913
90 C 3.278 2.062 -4.887
91 C 1.912 1.890 -4.926
92 H 1.659 0.677 -1.793
93 H 4.073 0.945 -1.777
94 H 6.124 2.183 -6.112
95 H 5.618 3.645 -5.245
96 H 1.287 2.119 -5.789
97 C 6.575 -3.367 -1.729
98 N 5.451 -3.648 -2.598
99 N 4.191 -3.587 -2.004
100 C 3.261 -3.082 -2.896
101 O 2.051 -3.012 -2.655
102 C 4.055 -2.738 -4.072
103 C 5.346 -3.052 -3.818
104 C 6.622 -2.850 -4.593
105 C 3.800 -4.439 -0.911
106 C 3.770 -5.822 -1.142
107 C 3.325 -6.680 -0.148
108 C 2.824 -6.150 1.034
109 C 2.882 -4.803 1.279
110 C 3.425 -3.949 0.327
111 H 6.455 -4.023 -0.842
112 H 6.588 -2.323 -1.427
113 H 7.503 -3.630 -2.249
114 H 3.632 -2.351 -4.958
115 H 6.381 -2.700 -5.636
116 H 7.268 -3.701 -4.505
117 H 7.157 -1.977 -4.205
118 H 4.106 -6.270 -2.080
119 H 3.328 -7.747 -0.345
120 H 2.342 -6.791 1.729
121 H 2.504 -4.315 2.179
122 H 3.503 -2.891 0.522

Cartesian forces, eV/Å:
La -0.051 -0.337 -0.273
C -1.276 0.052 0.120
O 0.240 -0.477 -0.205
C -0.122 0.159 -0.413
C 0.069 -0.137 0.198
C 0.815 -0.245 -0.388
C -0.236 0.335 -0.315
C 0.878 -0.712 -0.327
C -0.132 0.159 0.442
N 1.033 -0.213 -0.090
N -0.353 0.040 0.204
C -0.748 0.474 -0.499
C 0.176 -0.545 -0.912
O -0.420 0.726 0.434
C 0.492 -0.204 0.553
C 0.297 0.069 -0.116
C -1.037 0.165 0.128
C 0.783 -0.216 0.704
C 0.254 -0.596 -0.470
C -0.235 0.344 -0.670
C -0.147 -0.363 0.151
C 0.264 0.890 0.288
H 0.027 0.030 0.531
H 0.050 0.834 -0.327
H 0.822 -0.505 0.423
H -0.225 0.063 -0.021
H -0.011 0.102 0.390
H -0.522 0.116 0.197
H -0.336 0.224 0.337
H -0.077 0.170 -0.033
H 0.104 -0.070 0.292
H -0.257 -0.110 -0.604
H 0.363 -0.147 0.216
H 0.421 0.005 0.189
H -0.176 -0.221 -0.431
C 0.333 0.838 0.106
C 0.091 0.287 0.205
N -0.694 -0.453 -0.390
C -0.267 -0.055 -0.280
C 0.571 -0.798 -1.676
C -0.463 0.270 0.490
O -0.293 0.142 -0.465
O 0.134 -0.271 0.334
C 0.037 0.102 0.789
O 0.159 0.235 0.324
C -0.720 0.686 0.213
C 1.091 0.000 0.797
C -0.472 0.139 -0.684
F 0.005 -0.154 0.333
C 0.442 -0.500 -0.321
C -0.663 0.144 0.070
C 0.520 -0.546 -0.644
N -0.161 -0.101 0.601
C 0.446 0.680 0.207
C -0.075 -0.538 0.034
N -0.667 1.546 0.022
C 0.403 -0.724 -0.493
C 0.698 0.501 0.017
H 0.075 -0.225 0.149
H -0.270 -0.031 -0.214
H 0.224 -0.033 -0.098
H -0.075 -0.129 -0.028
H -0.420 -0.243 -0.189
H 0.647 -0.187 0.456
H -0.120 -0.085 -0.323
H -0.084 0.355 0.270
H -0.094 -0.164 0.106
H -0.493 -0.175 -0.056
H -0.027 -0.009 0.092
H -0.009 0.144 0.074
H 0.149 -0.898 -0.152
H 0.376 -0.341 0.082
H -0.145 0.080 -0.014
H -0.152 0.187 0.062
H -0.215 0.280 -0.122
H -0.252 -0.108 0.058
O 0.706 -0.251 -0.223
H -0.990 0.495 0.352
H 0.124 -0.106 0.008
O 0.276 -0.762 0.405
C -0.331 0.316 -0.052
O -0.111 -0.015 0.380
C 0.276 0.280 0.001
C 0.217 0.861 -0.806
C 0.397 0.363 -1.429
C -1.103 -0.245 0.515
O 0.202 0.304 -0.054
C 0.474 0.086 -0.086
O 0.706 0.360 -0.955
C -0.331 -0.512 0.354
C 0.233 -0.346 0.066
H -0.474 -0.542 0.809
H 0.310 -0.188 0.386
H -0.582 -0.143 0.331
H -0.210 -0.183 0.321
H 0.293 0.111 0.257
C 0.074 -0.871 0.670
N -0.373 -0.261 0.264
N -0.717 0.342 0.392
C 1.889 0.227 -0.456
O -0.683 0.168 -0.005
C -0.672 -0.220 0.788
C 0.504 -0.190 -0.149
C -0.854 0.556 0.194
C 0.439 -1.002 -0.303
C 0.208 -0.176 -0.070
C -0.059 0.201 -0.363
C -0.087 -0.329 -0.171
C 0.101 1.046 0.037
C 0.059 0.518 -0.586
H 0.299 0.503 -0.440
H 0.046 0.177 0.123
H -0.287 0.068 0.217
H -0.198 0.393 -0.701
H 0.050 0.154 -0.210
H 0.271 -0.497 0.028
H -0.075 -0.026 -0.153
H -0.049 0.423 0.098
H -0.111 0.102 0.154
H -0.151 -0.535 0.629
H 0.084 -0.487 -0.075
H -0.083 0.124 0.063

Computed properties:
Energy above the lowest of the compared OMol25 structures with the same formula, charge and spin = 0.0 kcal per mole
Lowest unoccupied orbital energy = -3.14 eV
Net charge = +1
Gap between HOMO and LUMO = 5.77 eV

=====

No. 2
Here is a molecular structure, C12H10BrLuN3 from the OMol25 dataset. Energies are from ωB97M-V with the def2-TZVPD basis set.

Positions of all 27 atoms, in Å:
1 C -1.439 -1.062 -1.870
2 C -1.991 -2.187 -1.217
3 C -2.867 -1.700 -0.139
4 H -1.972 -3.239 -1.457
5 C -2.851 -0.246 -0.255
6 C -1.935 0.122 -1.254
7 H -1.726 1.118 -1.630
8 H -0.769 -1.037 -2.711
9 H -3.527 -2.316 0.479
10 H -3.566 0.376 0.274
11 Lu -0.800 -1.363 0.753
12 Br 1.048 -3.227 1.021
13 C 2.783 1.647 -0.267
14 C 1.898 2.403 -1.129
15 C 1.650 1.625 -2.302
16 H 1.489 3.402 -0.893
17 C 2.409 0.409 -2.189
18 C 3.138 0.432 -0.955
19 H 3.816 -0.340 -0.591
20 H 3.129 1.950 0.737
21 H 0.949 1.880 -3.104
22 H 2.415 -0.387 -2.925
23 N -0.611 0.340 2.199
24 C -0.461 0.787 3.264
25 N -0.177 1.092 4.481
26 C -0.072 0.171 5.423
27 N 0.039 -0.648 6.258

Cartesian forces, eV/Å:
C -0.225 -0.310 0.825
C -1.493 0.498 0.746
C -0.504 0.620 -1.965
H 0.559 0.050 -0.154
C -0.610 -1.320 0.211
C -0.438 -0.468 -0.034
H 0.163 -0.140 0.393
H 0.288 -0.209 0.039
H 0.140 0.295 -0.330
H 0.554 0.163 0.144
Lu 2.885 1.430 0.165
Br -0.639 0.243 0.043
C -0.237 -0.043 -1.005
C 0.332 -0.786 0.501
C 0.482 -0.388 0.864
H 0.197 -0.709 -0.190
C -0.256 0.810 0.555
C -1.156 0.865 -0.009
H -0.214 0.194 -0.091
H -0.140 -0.130 -0.738
H 0.400 -0.040 0.184
H 0.119 0.019 0.017
N -0.724 -0.372 -1.527
C 1.170 -0.930 2.948
N -0.571 0.755 -1.266
C 0.137 -1.591 0.905
N -0.220 1.494 -1.230

Computed properties:
Lowest unoccupied orbital energy = 1.58 eV
Net charge = -1
Gap between HOMO and LUMO = 4.58 eV

=====

No. 3
Here is a molecular structure, C75H56N5O5TeTi from the OMol25 dataset. Energies are from ωB97M-V with the def2-TZVPD basis set.

Positions of all 143 atoms, in Å:
1 Ti 0.246 0.750 0.381
2 C -3.845 5.732 -4.143
3 C -3.909 5.957 -2.774
4 C -3.154 5.191 -1.898
5 C -2.327 4.159 -2.356
6 C -2.258 3.966 -3.740
7 C -2.997 4.741 -4.620
8 C -1.518 3.328 -1.434
9 C -2.097 2.808 -0.251
10 C -3.474 2.939 0.088
11 C -3.608 2.473 1.363
12 C -2.331 2.022 1.771
13 N -1.406 2.200 0.763
14 C -2.075 1.427 3.016
15 C -0.925 0.758 3.345
16 C -0.639 0.233 4.654
17 C 0.564 -0.365 4.596
18 C 1.062 -0.193 3.248
19 C 2.341 -0.567 2.864
20 C 3.122 -1.447 3.768
21 C 2.601 -2.675 4.185
22 C 3.323 -3.521 5.014
23 C 4.594 -3.164 5.445
24 C 5.123 -1.942 5.050
25 C 4.394 -1.094 4.229
26 C 2.945 -0.045 1.701
27 N 2.339 0.872 0.882
28 C 3.317 1.254 -0.018
29 C 3.161 2.194 -1.047
30 C 4.417 2.712 -1.666
31 C 5.221 3.607 -0.963
32 C 6.382 4.112 -1.528
33 C 6.767 3.716 -2.804
34 C 5.980 2.816 -3.508
35 C 4.812 2.320 -2.941
36 C 1.971 2.716 -1.471
37 C 1.867 3.728 -2.492
38 C 0.562 4.014 -2.638
39 C -0.162 3.193 -1.684
40 N 0.705 2.401 -0.991
41 C 4.508 0.536 0.212
42 C 4.271 -0.305 1.270
43 N 0.150 0.504 2.497
44 C -3.142 1.559 4.049
45 C -3.533 2.818 4.502
46 C -4.505 2.949 5.484
47 C -5.114 1.821 6.019
48 C -4.750 0.564 5.557
49 C -3.772 0.438 4.579
50 H -4.448 6.317 -4.827
51 H -4.540 6.747 -2.383
52 H -3.183 5.407 -0.838
53 H -1.622 3.179 -4.122
54 H -2.909 4.564 -5.686
55 H -4.250 3.296 -0.567
56 H -4.510 2.402 1.950
57 H -1.282 0.325 5.515
58 H 1.103 -0.839 5.400
59 H 1.625 -2.979 3.824
60 H 2.891 -4.469 5.312
61 H 5.168 -3.832 6.076
62 H 6.109 -1.643 5.386
63 H 4.802 -0.131 3.951
64 H 4.913 3.909 0.031
65 H 6.988 4.818 -0.973
66 H 7.673 4.112 -3.248
67 H 6.277 2.495 -4.499
68 H 4.191 1.618 -3.485
69 H 2.701 4.168 -3.016
70 H 0.123 4.756 -3.284
71 H 5.410 0.629 -0.374
72 H 4.935 -1.042 1.690
73 H -3.061 3.695 4.077
74 H -4.784 3.936 5.835
75 H -5.873 1.923 6.787
76 H -5.231 -0.323 5.950
77 H -3.502 -0.536 4.197
78 C -3.527 -7.909 5.177
79 C -2.868 -6.772 4.439
80 C -2.790 -5.501 4.989
81 C -2.209 -4.443 4.293
82 C -2.165 -3.088 4.947
83 C -1.693 -4.620 3.001
84 Te -0.652 -2.923 1.922
85 N 0.692 -1.319 0.517
86 C 1.209 -1.301 -0.650
87 O 1.124 -0.198 -1.348
88 C 1.997 -2.433 -1.237
89 C 2.485 -3.438 -0.407
90 C 3.203 -4.495 -0.945
91 C 3.445 -4.550 -2.313
92 C 2.977 -3.537 -3.140
93 C 2.259 -2.477 -2.601
94 C -1.915 -3.321 0.261
95 C -1.348 -3.620 -0.973
96 C -2.127 -3.958 -2.069
97 C -3.506 -4.006 -1.933
98 C -4.079 -3.666 -0.718
99 C -3.311 -3.298 0.387
100 C -4.019 -2.864 1.640
101 C -1.728 -5.919 2.464
102 C -1.139 -6.255 1.115
103 C -2.319 -6.961 3.179
104 H -3.815 -7.605 6.185
105 H -2.859 -8.770 5.264
106 H -4.428 -8.248 4.660
107 H -3.195 -5.325 5.983
108 H -2.635 -3.104 5.933
109 H -2.677 -2.357 4.320
110 H -1.141 -2.726 5.059
111 H 2.285 -3.372 0.656
112 H 3.579 -5.276 -0.295
113 H 3.999 -5.382 -2.733
114 H 3.174 -3.573 -4.205
115 H 1.889 -1.672 -3.223
116 H -0.274 -3.597 -1.083
117 H -1.653 -4.191 -3.015
118 H -4.134 -4.295 -2.768
119 H -5.160 -3.656 -0.621
120 H -5.068 -2.660 1.420
121 H -3.566 -1.944 2.014
122 H -3.962 -3.628 2.417
123 H -0.303 -5.598 0.878
124 H -1.877 -6.133 0.318
125 H -0.793 -7.291 1.101
126 H -2.345 -7.952 2.732
127 O -3.624 -0.540 -0.053
128 C -2.607 -0.257 -0.671
129 O -1.430 -0.213 -0.144
130 C -2.702 -0.047 -2.166
131 C -1.591 -0.145 -2.990
132 C -1.703 0.016 -4.377
133 C -2.951 0.298 -4.870
134 O -3.324 0.531 -6.181
135 C -4.685 0.950 -6.113
136 O -5.176 0.680 -4.811
137 C -4.055 0.396 -4.048
138 C -3.974 0.212 -2.696
139 H -0.621 -0.337 -2.548
140 H -0.842 -0.066 -5.029
141 H -5.268 0.388 -6.844
142 H -4.744 2.027 -6.309
143 H -4.829 0.254 -2.037

Cartesian forces, eV/Å:
Ti -0.278 -1.228 -0.452
C 0.009 -0.019 0.006
C 0.027 0.000 -0.005
C 0.062 0.067 -0.002
C -0.008 -0.009 -0.028
C -0.110 -0.114 -0.004
C -0.007 0.015 0.000
C 0.181 -0.019 -0.065
C -0.238 0.059 -0.017
C 0.129 0.023 -0.138
C 0.027 -0.009 0.201
C -0.063 0.044 -0.383
N -0.054 0.013 0.188
C -0.034 -0.117 0.246
C 0.120 0.104 -0.226
C 0.008 -0.087 0.114
C -0.064 -0.014 0.018
C 0.226 0.063 0.008
C -0.259 -0.012 0.205
C -0.016 -0.046 -0.091
C 0.053 -0.012 -0.074
C 0.007 0.011 0.011
C -0.014 -0.012 -0.005
C -0.020 0.018 -0.014
C -0.009 0.039 0.088
C 0.176 0.029 -0.024
N 0.318 0.087 -0.262
C 0.028 -0.246 0.245
C 0.001 0.237 -0.066
C -0.086 -0.123 -0.056
C 0.022 -0.002 -0.038
C -0.001 -0.001 -0.010
C -0.003 0.025 0.020
C -0.019 -0.012 0.014
C 0.031 0.002 -0.059
C -0.118 -0.189 0.054
C -0.023 0.055 -0.084
C 0.069 -0.031 -0.022
C -0.146 0.131 0.046
N 0.270 0.073 0.099
C 0.041 0.142 -0.123
C -0.160 -0.047 0.139
N -0.137 0.112 0.194
C 0.093 -0.046 -0.054
C 0.010 0.022 0.080
C 0.026 0.001 -0.022
C -0.005 -0.013 0.004
C 0.008 -0.002 0.003
C -0.106 0.032 -0.031
H 0.033 0.028 0.000
H -0.011 -0.009 0.001
H -0.037 -0.050 0.014
H 0.011 -0.099 -0.008
H -0.045 -0.028 0.006
H 0.005 0.054 0.018
H -0.007 -0.022 -0.017
H -0.021 0.021 -0.006
H 0.010 -0.012 -0.006
H 0.001 0.002 0.005
H 0.011 -0.008 -0.007
H -0.008 0.007 0.013
H -0.004 0.001 0.012
H 0.012 -0.015 -0.049
H 0.012 -0.011 0.008
H 0.010 -0.004 0.002
H 0.009 -0.010 0.007
H -0.008 0.007 -0.006
H -0.005 -0.009 0.016
H 0.009 0.023 0.030
H -0.020 -0.013 -0.002
H 0.005 -0.005 0.018
H 0.025 0.040 0.037
H 0.010 -0.004 0.004
H -0.010 0.002 -0.004
H -0.006 -0.001 -0.004
H 0.001 0.000 0.005
H 0.020 -0.014 -0.004
C 0.014 0.003 0.008
C -0.003 0.025 -0.020
C 0.004 -0.033 -0.040
C 0.001 0.160 0.031
C -0.004 -0.035 -0.014
C 0.289 0.125 -0.129
Te -0.404 -0.906 0.449
N 0.030 0.807 -0.121
C 0.128 -0.037 0.179
O -0.118 0.354 0.133
C -0.085 0.052 0.027
C 0.016 -0.067 -0.021
C -0.012 0.028 0.015
C 0.008 -0.013 -0.013
C -0.002 0.018 0.011
C -0.005 -0.048 -0.024
C -0.079 0.181 -0.049
C 0.038 -0.030 -0.032
C 0.037 0.008 0.026
C -0.037 -0.009 0.065
C 0.013 -0.078 -0.035
C 0.024 -0.063 0.037
C 0.020 -0.059 0.036
C 0.039 0.003 -0.104
C -0.033 -0.023 0.045
C -0.001 0.004 0.020
H -0.001 -0.005 -0.001
H 0.002 0.002 -0.002
H 0.000 0.004 0.002
H 0.008 0.015 -0.004
H -0.004 -0.003 -0.007
H 0.038 0.006 0.009
H -0.006 0.022 0.012
H -0.020 -0.001 -0.020
H 0.000 -0.008 -0.005
H 0.016 0.008 0.001
H -0.009 -0.004 -0.003
H 0.008 0.005 0.002
H 0.089 -0.035 0.032
H 0.004 0.019 -0.004
H -0.003 0.054 -0.015
H 0.007 0.023 -0.002
H 0.022 0.029 0.002
H -0.023 -0.023 -0.019
H -0.012 -0.014 0.004
H 0.017 -0.027 -0.003
H 0.009 0.034 0.005
H -0.018 -0.006 0.000
H 0.012 0.001 0.006
O -0.090 0.344 -0.029
C 0.127 -0.259 0.243
O -0.042 0.384 -0.452
C -0.019 0.016 0.007
C 0.032 0.024 -0.051
C 0.033 0.027 0.053
C 0.037 0.123 -0.030
O -0.086 -0.071 -0.039
C 0.052 -0.040 0.049
O -0.029 -0.077 -0.075
C -0.023 0.062 0.057
C 0.010 -0.017 0.041
H -0.007 0.028 0.025
H 0.000 0.018 0.009
H -0.004 0.019 -0.001
H 0.028 0.056 0.006
H 0.007 0.031 0.007

Computed properties:
Energy above the lowest of the compared OMol25 structures with the same formula, charge and spin = 0.0 kcal per mole
Lowest unoccupied orbital energy (spin up / spin down) = 3.86 / 3.77 eV
⟨S²⟩ = 0.811
Multiplicity = 2
Net charge = -2
Gap between HOMO and LUMO (spin up / spin down) = 4.18 / 5.68 eV

=====

no.,molar mass (g mol⁻¹)
1,1106.91
2,451.10
3,1282.77